{"formula": "C28H27FN4O2S", "method": "ωB97M-V with the def2-TZVPD basis set", "max_force_ha_per_bohr": 0.0144, "total_charge": 0, "molar_mass_g_mol": 502.61, "orbital_gap_ev": 8.79, "smiles": "Cc1ccc(NC(=O)Cn2c(-c3ccc(F)cc3)cnc2SCC(=O)Nc2c(C)cccc2C)cc1", "lumo_ev": 0.501, "symbols": ["C", "C", "C", "C", "C", "C", "C", "H", "H", "N", "C", "O", "C", "N", "C", "N", "C", "C", "C", "C", "C", "C", "C", "C", "H", "H", "F", "H", "H", "H", "S", "C", "C", "O", "N", "C", "C", "C", "C", "C", "C", "C", "H", "H", "H", "H", "H", "H", "C", "H", "H", "H", "H", "H", "H", "H", "H", "H", "H", "H", "H", "H", "H"], "coordinates": [[5.7706, 0.4304, -3.2327], [4.7786, -0.0366, -2.2126], [3.7277, 0.7726, -1.8024], [2.8123, 0.3260, -0.8692], [2.9334, -0.9454, -0.3193], [3.9921, -1.7583, -0.7074], [4.8948, -1.3015, -1.6471], [5.7071, -1.9444, -1.9520], [4.0953, -2.7427, -0.2841], [1.9340, -1.3681, 0.5720], [1.7130, -2.6230, 1.0326], [2.5041, -3.5357, 1.0128], [0.3115, -2.8053, 1.6384], [-0.7254, -2.1653, 0.8733], [-1.7978, -1.5157, 1.3959], [-2.5478, -0.9700, 0.4658], [-1.9424, -1.2670, -0.7149], [-0.8136, -2.0140, -0.5023], [0.1653, -2.5068, -1.4628], [0.6691, -3.8046, -1.4041], [1.6350, -4.2223, -2.2989], [2.0868, -3.3342, -3.2577], [1.5788, -2.0521, -3.3640], [0.6164, -1.6446, -2.4627], [0.2191, -0.6426, -2.5193], [1.9476, -1.3883, -4.1292], [3.0437, -3.7295, -4.1203], [2.0425, -5.2191, -2.2531], [0.3021, -4.4973, -0.6633], [-2.3707, -0.9441, -1.6418], [-2.0875, -1.4410, 3.1129], [-3.6977, -0.5895, 3.1375], [-3.5317, 0.9302, 3.0895], [-3.6431, 1.6126, 4.0839], [-3.2512, 1.3830, 1.8526], [-2.9630, 2.7316, 1.5323], [-3.9142, 3.7312, 1.7419], [-3.5837, 5.0376, 1.4048], [-2.3511, 5.3446, 0.8620], [-1.4218, 4.3423, 0.6488], [-1.7126, 3.0295, 0.9834], [-0.6974, 1.9424, 0.7787], [-1.0105, 1.2700, -0.0221], [0.2649, 2.3751, 0.5144], [-0.5804, 1.3572, 1.6915], [-0.4560, 4.5824, 0.2280], [-2.1122, 6.3653, 0.6037], [-4.3095, 5.8209, 1.5669], [-5.2607, 3.4088, 2.3062], [-5.1696, 3.1791, 3.3677], [-5.9388, 4.2495, 2.1858], [-5.6852, 2.5342, 1.8145], [-3.0720, 0.6801, 1.1311], [-4.2746, -0.9684, 2.2957], [-4.1535, -0.8708, 4.0859], [0.1288, -3.8813, 1.7292], [0.3004, -2.3797, 2.6483], [1.2034, -0.6834, 0.7190], [1.9916, 0.9631, -0.5700], [3.6167, 1.7619, -2.2222], [6.7564, 0.5335, -2.7802], [5.4803, 1.3914, -3.6496], [5.8521, -0.2938, -4.0415]], "forces_ev_per_a": [[0.1, 0.0, 0.0], [0.0, 0.0, 0.0], [0.0, -0.1, 0.0], [0.0, -0.1, 0.1], [0.3, 0.1, -0.1], [0.0, -0.2, 0.1], [-0.1, 0.2, 0.0], [0.1, -0.1, 0.0], [0.0, 0.0, 0.0], [0.0, 0.4, 0.2], [-0.3, 0.2, 0.3], [0.1, -0.2, 0.1], [0.3, -0.5, 0.2], [-0.4, 0.3, 0.0], [-0.4, 0.2, -0.1], [-0.1, -0.1, 0.5], [0.5, -0.4, -0.1], [-0.5, 0.3, -0.5], [0.1, -0.2, -0.2], [-0.1, 0.2, -0.2], [0.2, 0.0, -0.2], [-0.2, 0.0, 0.1], [0.1, -0.2, -0.1], [0.0, -0.2, 0.0], [0.0, 0.1, 0.0], [0.1, 0.1, -0.1], [-0.1, 0.0, 0.1], [0.1, -0.1, 0.0], [0.0, -0.1, 0.1], [0.0, 0.0, -0.3], [0.0, -0.1, 0.4], [0.3, 0.0, 0.0], [-0.1, -0.5, 0.0], [0.0, 0.1, 0.3], [0.0, 0.2, -0.5], [0.1, 0.4, 0.1], [0.0, -0.1, 0.0], [0.0, 0.0, 0.0], [0.0, 0.1, 0.0], [0.0, 0.0, 0.0], [-0.1, 0.0, 0.1], [0.0, 0.1, 0.0], [0.1, -0.1, 0.0], [0.1, 0.0, 0.0], [0.0, -0.1, 0.0], [0.1, 0.0, 0.0], [0.0, 0.1, 0.0], [-0.1, 0.1, 0.0], [0.0, 0.0, 0.1], [-0.1, 0.0, 0.0], [-0.1, 0.0, 0.0], [-0.1, 0.0, 0.0], [-0.1, 0.0, 0.2], [-0.1, 0.0, 0.0], [0.0, 0.1, -0.1], [0.1, 0.2, 0.0], [0.1, -0.1, -0.1], [0.0, -0.2, 0.0], [-0.1, 0.1, 0.0], [0.0, 0.1, 0.0], [0.1, 0.0, 0.0], [0.0, 0.1, -0.1], [0.0, 0.0, -0.1]], "lowdin_charge": [-0.052, -0.286, -0.042, -0.027, -0.224, -0.004, -0.032, 0.119, 0.105, 0.151, -0.465, 0.086, -0.048, -0.023, -0.624, 0.038, -0.076, -0.173, -0.182, -0.022, 0.014, -0.272, 0.003, -0.023, 0.120, 0.124, 0.063, 0.125, 0.123, 0.118, 1.011, -0.339, -0.555, 0.067, 0.124, -0.146, -0.198, -0.046, -0.081, -0.053, -0.199, -0.038, 0.071, 0.068, 0.084, 0.106, 0.101, 0.108, -0.036, 0.076, 0.077, 0.086, 0.092, 0.084, 0.085, 0.142, 0.107, 0.142, 0.099, 0.111, 0.083, 0.073, 0.081]}

=====

{"formula": "C28H27N5O2Pd", "method": "ωB97M-V with the def2-TZVPD basis set", "max_force_ha_per_bohr": 0.0942, "total_charge": 0, "molar_mass_g_mol": 571.98, "orbital_gap_ev": [5.78, 5.81], "lumo_ev": [-2.025, -1.980], "symbols": ["Pd", "C", "C", "C", "C", "C", "C", "C", "C", "N", "C", "O", "C", "C", "C", "C", "C", "N", "C", "O", "N", "C", "C", "C", "C", "C", "C", "C", "C", "H", "H", "H", "H", "H", "H", "H", "H", "H", "H", "H", "H", "H", "H", "H", "H", "H", "H", "H", "H", "H", "N", "C", "C", "C", "C", "C", "N", "H", "H", "H", "H", "H", "H"], "coordinates": [[-0.0865, 0.2348, -0.0323], [1.0631, 1.4409, -2.0850], [-0.0351, 1.6196, -3.0947], [0.2241, 2.2889, -4.2736], [-0.7861, 2.5110, -5.1971], [-2.0857, 2.1521, -4.8879], [-2.3933, 1.5006, -3.7037], [-3.8151, 1.2188, -3.3557], [-1.3377, 1.1197, -2.8399], [-1.5164, 0.3119, -1.7493], [-2.3235, -0.7647, -1.7029], [-2.8379, -1.3289, -2.6630], [-2.4205, -1.3717, -0.3191], [-2.8982, -2.6609, -0.1132], [-2.7973, -3.2133, 1.1552], [-2.1913, -2.4844, 2.1678], [-1.7280, -1.2038, 1.8804], [-1.8975, -0.6670, 0.6792], [-0.8403, -0.4333, 2.8363], [-0.8121, -0.7170, 4.0302], [-0.0191, 0.4185, 2.1978], [0.8866, 1.2173, 2.8709], [2.2372, 1.2300, 2.4584], [2.6676, 0.5781, 1.1739], [3.1806, 1.8834, 3.2314], [2.8153, 2.5527, 4.3875], [1.4771, 2.6365, 4.7313], [0.5007, 2.0096, 3.9746], [-0.9459, 2.1798, 4.2967], [1.8938, 2.1101, -2.3100], [1.4441, 0.4059, -2.1026], [0.6686, 1.7063, -1.0600], [1.2276, 2.6396, -4.4724], [-0.5630, 2.9987, -6.1331], [-2.8871, 2.3927, -5.5731], [-4.4745, 1.9270, -3.8513], [-3.9619, 1.2826, -2.2787], [-4.0842, 0.2071, -3.6619], [-3.2929, -3.2129, -0.9520], [-3.1272, -4.2262, 1.3380], [-2.0267, -2.8928, 3.1521], [1.7964, 0.1011, 0.6768], [3.4381, -0.1749, 1.3458], [3.0888, 1.3367, 0.5119], [4.2149, 1.8660, 2.9163], [3.5684, 3.0393, 4.9900], [1.1824, 3.2111, 5.5981], [-1.1134, 3.0963, 4.8569], [-1.2934, 1.3321, 4.8888], [-1.5265, 2.2102, 3.3743], [1.3870, -2.6544, 1.6728], [1.6346, -2.6535, 0.3402], [2.8168, -3.1987, -0.1885], [2.9882, -3.2170, -1.5526], [1.9723, -2.7288, -2.3697], [0.8380, -2.2215, -1.7734], [0.6743, -2.1477, -0.4495], [2.1333, -2.8032, 2.3291], [0.5740, -2.1568, 2.0037], [3.5647, -3.6010, 0.4757], [3.8910, -3.6207, -1.9845], [2.0660, -2.7389, -3.4411], [0.0027, -1.8729, -2.3705]], "forces_ev_per_a": [[-4.8, 0.2, 0.9], [0.0, -0.5, 0.0], [-0.6, -0.1, 0.2], [-0.1, 0.1, -0.1], [0.0, 0.0, -0.1], [0.3, 0.1, 0.0], [0.3, -0.3, 0.4], [-0.1, -0.2, -0.1], [0.6, 0.6, -1.5], [1.2, -0.1, 2.3], [0.3, -0.5, -0.7], [-0.2, 0.0, 0.4], [-0.3, -0.4, -0.3], [-0.1, 0.3, 0.0], [0.2, 0.2, -0.1], [-0.1, 0.4, 0.0], [0.0, -0.3, 0.5], [1.6, 0.1, -0.6], [0.5, -0.3, 0.2], [-0.3, -0.1, -0.2], [-0.3, -0.1, -2.1], [1.1, 0.3, 0.8], [-0.5, -0.1, 0.0], [-0.2, 0.0, 0.0], [0.0, 0.1, 0.1], [0.0, 0.0, -0.1], [0.1, 0.1, -0.1], [0.0, -0.2, -0.4], [0.0, -0.1, 0.2], [0.0, 0.0, 0.3], [0.0, 0.3, 0.1], [0.5, 0.4, -0.4], [0.1, 0.0, 0.0], [0.0, 0.1, -0.1], [-0.1, 0.0, 0.0], [0.0, 0.1, 0.0], [-0.1, 0.0, 0.1], [-0.1, 0.0, 0.1], [0.0, 0.1, -0.1], [0.0, 0.0, 0.0], [0.0, 0.1, 0.1], [1.2, 0.0, 0.3], [-0.1, -0.1, -0.1], [0.0, -0.1, -0.1], [0.1, 0.0, 0.0], [0.0, 0.0, 0.1], [-0.1, 0.1, 0.1], [0.0, 0.1, 0.0], [-0.1, 0.1, 0.0], [-0.1, 0.0, 0.0], [-0.1, 0.0, 0.4], [-0.1, 0.0, -0.4], [0.0, 0.0, 0.0], [-0.2, 0.1, 0.2], [-0.1, 0.1, -0.1], [0.2, -0.2, -0.1], [0.1, -0.2, 0.3], [0.0, 0.0, -0.1], [0.3, -0.1, 0.0], [0.1, 0.0, 0.1], [0.1, 0.0, 0.0], [0.0, 0.0, -0.2], [0.1, 0.1, -0.1]], "lowdin_charge": [0.908, -0.070, -0.214, -0.064, -0.089, -0.052, -0.197, -0.047, -0.192, 0.055, -0.491, 0.048, -0.175, 0.026, -0.012, 0.017, -0.187, 0.090, -0.510, 0.048, 0.036, -0.196, -0.209, -0.058, -0.065, -0.087, -0.051, -0.204, -0.043, 0.091, 0.068, 0.053, 0.107, 0.097, 0.111, 0.080, 0.085, 0.077, 0.124, 0.116, 0.124, -0.004, 0.086, 0.085, 0.110, 0.098, 0.109, 0.079, 0.076, 0.085, 0.171, -0.398, -0.023, -0.068, -0.075, -0.153, 0.075, 0.111, 0.065, 0.108, 0.108, 0.101, 0.104]}

=====

{"formula": "C28H28AsN5RuS", "method": "ωB97M-V with the def2-TZVPD basis set", "max_force_ha_per_bohr": 0.0194, "total_charge": 1, "molar_mass_g_mol": 642.63, "orbital_gap_ev": [7.45, 6.74], "spin_multiplicity": 2, "lumo_ev": [-3.393, -3.965], "s2": 0.758, "symbols": ["Ru", "S", "C", "C", "C", "C", "C", "C", "As", "C", "C", "C", "C", "C", "C", "C", "C", "C", "C", "C", "C", "H", "H", "H", "H", "H", "H", "H", "H", "H", "H", "H", "H", "H", "H", "C", "N", "C", "C", "N", "H", "H", "H", "H", "H", "H", "N", "N", "H", "H", "H", "H", "N", "C", "C", "C", "C", "C", "C", "C", "H", "H", "H", "H"], "coordinates": [[0.5463, -0.3286, 1.0160], [-1.3342, 0.1411, 2.0011], [-2.3248, 0.9644, 0.7728], [-3.6964, 0.7082, 0.8282], [-4.5627, 1.3408, -0.0461], [-4.0727, 2.2324, -0.9921], [-2.7127, 2.4904, -1.0551], [-1.8289, 1.8591, -0.1832], [0.0609, 2.2536, -0.1556], [0.7563, 0.8681, -1.3510], [2.0923, 0.4734, -1.2007], [2.6083, -0.5570, -1.9832], [1.8041, -1.1802, -2.9251], [0.4833, -0.7768, -3.0915], [-0.0450, 0.2301, -2.2995], [0.2171, 3.8509, -1.2439], [-0.1306, 5.0598, -0.6465], [-0.0269, 6.2415, -1.3637], [0.4400, 6.2211, -2.6716], [0.7965, 5.0188, -3.2636], [0.6832, 3.8308, -2.5527], [-4.0776, 0.0168, 1.5695], [-5.6243, 1.1398, 0.0137], [-4.7487, 2.7287, -1.6756], [-2.3304, 3.1961, -1.7833], [2.7323, 1.0043, -0.5023], [3.6428, -0.8540, -1.8679], [2.2096, -1.9723, -3.5411], [-0.1348, -1.2500, -3.8446], [-1.0811, 0.5262, -2.4145], [-0.4884, 5.0818, 0.3770], [-0.3037, 7.1790, -0.8999], [0.5284, 7.1449, -3.2277], [1.1620, 5.0027, -4.2821], [0.9584, 2.8953, -3.0240], [-1.4786, -5.0682, -0.0182], [-1.4605, -3.8384, -0.8162], [-2.2296, -3.7942, -2.0594], [-0.8294, -2.7907, -0.3846], [-0.2632, -1.8620, 0.0079], [-1.0711, -5.8899, -0.6061], [-2.5024, -5.3022, 0.2730], [-0.8742, -4.9289, 0.8740], [-1.8799, -4.5756, -2.7335], [-2.0975, -2.8251, -2.5330], [-3.2872, -3.9482, -1.8450], [2.6753, 1.9873, 1.7716], [2.0655, 0.7529, 2.1730], [3.2852, 2.3180, 2.5122], [1.9282, 2.6608, 1.6356], [1.6800, 0.8003, 3.1164], [2.8085, 0.0589, 2.2186], [3.0540, -5.3530, 5.8185], [2.6263, -4.5710, 5.0939], [2.0892, -3.5967, 4.1833], [2.5616, -3.5339, 2.8748], [2.0317, -2.5974, 2.0007], [1.0346, -1.7030, 2.4051], [0.5756, -1.7820, 3.7204], [1.0946, -2.7179, 4.6034], [3.3343, -4.2180, 2.5498], [2.4035, -2.5753, 0.9787], [-0.2022, -1.1158, 4.0745], [0.7298, -2.7719, 5.6206]], "forces_ev_per_a": [[0.9, -0.5, 0.0], [0.0, 0.2, 0.1], [-0.1, -0.1, 0.0], [0.0, 0.0, 0.0], [0.0, 0.0, 0.0], [0.0, 0.0, 0.0], [0.0, 0.0, 0.0], [0.0, 0.0, 0.0], [0.0, 0.3, 0.1], [-0.2, -0.1, 0.0], [0.0, 0.0, 0.0], [0.0, 0.0, 0.0], [0.0, 0.0, 0.0], [0.0, 0.0, 0.0], [0.0, 0.0, -0.1], [-0.1, -0.1, -0.2], [0.0, 0.0, 0.0], [0.0, 0.0, 0.0], [0.0, 0.0, 0.0], [0.0, 0.0, 0.0], [0.0, 0.0, 0.0], [0.0, 0.0, 0.0], [0.0, 0.0, 0.0], [0.0, 0.0, 0.0], [0.0, 0.0, 0.0], [0.0, 0.0, 0.0], [0.0, 0.0, 0.0], [0.0, 0.0, 0.0], [0.0, 0.0, 0.0], [0.0, 0.0, 0.0], [0.0, 0.0, 0.0], [0.0, 0.0, 0.0], [0.0, 0.0, 0.0], [0.0, 0.0, 0.0], [0.0, 0.0, 0.0], [0.0, 0.0, 0.0], [0.0, -0.1, 0.0], [0.0, 0.0, 0.0], [-0.1, 0.1, 0.0], [-0.1, 0.1, -0.1], [0.0, 0.0, 0.0], [0.0, 0.0, 0.0], [0.0, 0.0, 0.0], [0.0, 0.0, 0.0], [0.0, 0.0, 0.0], [0.0, 0.0, 0.0], [0.0, 0.0, 0.0], [-0.2, 0.0, 0.1], [0.0, 0.0, 0.0], [0.0, 0.0, 0.0], [0.0, 0.0, 0.0], [0.0, 0.0, 0.0], [0.0, 0.0, 0.0], [0.0, 0.0, 0.0], [0.0, 0.0, 0.0], [0.0, 0.0, 0.0], [0.0, 0.0, 0.0], [-0.2, 0.0, 0.0], [0.0, 0.0, 0.0], [0.0, 0.0, 0.0], [0.0, 0.0, 0.0], [0.0, 0.0, 0.0], [0.0, 0.0, 0.0], [0.0, 0.0, 0.0]], "lowdin_charge": [0.803, 0.706, -0.624, -0.121, -0.068, -0.065, -0.096, -0.422, 1.295, -0.459, -0.160, -0.072, -0.067, -0.079, -0.114, -0.401, -0.123, -0.074, -0.072, -0.071, -0.098, 0.101, 0.112, 0.111, 0.106, 0.079, 0.112, 0.112, 0.108, 0.107, 0.102, 0.109, 0.109, 0.109, 0.096, -0.002, -0.170, -0.007, -0.183, 0.080, 0.099, 0.099, 0.097, 0.099, 0.088, 0.099, -0.039, -0.144, 0.090, 0.009, 0.098, 0.099, 0.168, -0.181, -0.236, -0.032, -0.129, -0.341, -0.130, -0.023, 0.122, 0.092, 0.061, 0.125]}